Record 1
C2H4S2 | ωB97M-V/def2-TZVPD

Summary:
LUMO in hartree: -0.0119
Charge: 0
Energy in hartree: -874.87496
Energy relative to the best compared isomer or geometry (same formula, charge and spin) in kcal/mol: 53.5
Multiplicity: 1
HOMO-LUMO gap in eV: 8.23
Molar mass in g mol⁻¹: 92.188

Element x y z (Å)
C1 -0.51280 0.58488 0.04137
C2 -0.12361 -0.77461 0.08868
H1 0.05345 1.18743 -0.71233
H2 -0.49389 1.38139 1.09343
H3 -1.51516 0.81355 -0.67508
H4 2.39618 -0.25165 0.12643
S1 1.60238 -1.29359 0.00588
S2 -1.40655 -1.64740 0.03162

***

Record 2
C4H10NS | ωB97M-V/def2-TZVPD

Summary:
LUMO (alpha / beta) in hartree: -0.1402 / -0.2342
Charge: +1
Energy in hartree: -610.84279
Energy relative to the best compared isomer or geometry (same formula, charge and spin) in kcal/mol: 62.0
Expectation value of S²: 2.0066
Multiplicity: 3
HOMO-LUMO gap (alpha / beta) in eV: 6.05 / 7.33
Molar mass in g mol⁻¹: 104.198

Element x y z (Å)
C1 -0.27411 -0.45858 -1.30181
C2 -0.79315 0.44918 0.27495
C3 0.46944 -0.26045 -0.02860
C4 0.60803 -1.54639 0.86993
N1 -0.88482 1.85105 0.33469
S1 2.01699 0.67873 0.00410
H1 -0.98211 -1.19348 -1.43384
H2 -0.04954 0.23136 -2.10656
H3 -1.58628 -0.08878 0.58355
H4 1.37423 -1.22704 1.62164
H5 1.15097 -2.17597 0.08853
H6 -0.34004 -1.86990 1.34869
H7 -0.84269 2.24560 1.31096
H8 -1.63628 2.26402 -0.27339
H9 -0.00864 2.32253 -0.13680
H10 2.89711 -0.11295 -0.48537

***

Record 3
C3H8NP | ωB97M-V/def2-TZVPD

Summary:
LUMO in hartree: 0.0192
Charge: 0
Energy in hartree: -515.06708
Energy relative to the best compared isomer or geometry (same formula, charge and spin) in kcal/mol: 71.1
Multiplicity: 1
HOMO-LUMO gap in eV: 9.62
Molar mass in g mol⁻¹: 89.078

Element x y z (Å)
C1 -1.77810 0.91409 -1.39932
C2 -0.69158 -0.79317 -0.32506
C3 0.39251 0.36813 1.02380
N1 -1.78904 -0.11365 -0.71262
P1 2.00557 -0.48063 1.19483
H1 -2.73424 1.32974 -1.69303
H2 -0.79224 1.50903 -1.67581
H3 -0.77069 -1.84918 -0.03782
H4 0.10392 -0.77861 -1.10819
H5 0.02566 0.24771 2.11657
H6 0.30208 1.34356 0.53085
H7 2.66953 0.69573 1.39372
H8 2.40257 -0.26594 -0.20874

***

Record 4
C4H10O3 | ωB97M-V/def2-TZVPD

Summary:
LUMO in hartree: 0.0263
Charge: 0
Energy in hartree: -384.13512
Energy relative to the best compared isomer or geometry (same formula, charge and spin) in kcal/mol: 9.1
Structure (SMILES): CC(=O)O.CCO
Multiplicity: 1
HOMO-LUMO gap in eV: 11.18
Molar mass in g mol⁻¹: 106.121

Element x y z (Å)
C1 0.62237 1.61968 -0.54317
C2 1.61798 0.50122 -0.62508
O1 2.50761 0.27281 0.14802
O2 1.38832 -0.28929 -1.70657
H1 0.24013 1.86277 -1.53072
H2 1.07198 2.45261 -0.01640
H3 -0.21668 1.22514 0.02955
H4 2.10492 -0.93820 -1.75798
C3 -2.92975 -0.32169 0.34346
C4 -1.76690 -1.19289 0.78022
O3 -0.85222 -0.39814 1.52509
H5 -2.60517 0.44884 -0.35544
H6 -3.74739 -0.89551 -0.08600
H7 -3.33625 0.18839 1.22050
H8 -1.30534 -1.60821 -0.11868
H9 -2.14275 -1.98680 1.42764
H10 -0.14503 -0.99324 1.80977